## A
ORCA calculation (ωB97M-V/def2-TZVPD) on C2H5B in the gas phase.

Results
- LUMO level (eV) = 0.001
- E_HOMO (eV) = -9.7

Geometry as ORCA input:
```
! RIJCOSX wB97M-V def2-TZVPD def2/J DEFGRID3
* xyz 0 1
B 0.484 -0.609 0.973
C -0.778 0.606 -0.759
C 0.558 0.061 -0.347
H -0.005 -0.249 1.907
H 1.015 -1.735 0.931
H -0.948 0.805 -1.765
H -1.543 0.738 0.027
H 1.239 -0.001 -1.223
*
```

Results of the Mulliken charge analysis, in e, for atoms 1 through 6: -0.01, -0.58, -0.07, -0.07, -0.06, 0.28

## B
ORCA calculation (ωB97M-V/def2-TZVPD) on C2H5B in the gas phase.

Results
- LUMO level (eV) = 0.274
- E_HOMO (eV) = -9.7

Geometry as ORCA input:
```
! RIJCOSX wB97M-V def2-TZVPD def2/J DEFGRID3
* xyz 0 1
B 0.825 0.634 -0.876
C -0.625 -0.882 0.871
C -0.341 0.084 -0.018
H 0.815 0.701 -2.129
H 1.703 1.214 -0.112
H -1.534 -1.033 1.523
H 0.077 -1.781 0.901
H -0.921 1.063 -0.161
*
```

Results of the Mulliken charge analysis, in e, for atoms 1 through 6: 0.02, -0.53, -0.01, -0.03, -0.03, 0.25

Of them, the most stable is B and the least stable is A.

## A
ORCA calculation (ωB97M-V/def2-TZVPD) on a molecular structure, C4H11N2OS.

Results
- LUMO level (eV) = -9.102
- E_HOMO (eV) = -14.6

Geometry as ORCA input:
```
! RIJCOSX wB97M-V def2-TZVPD def2/J DEFGRID3
* xyz 1 1
N 1.605 0.315 0.328
C 0.545 -0.586 -0.103
C -0.669 -0.870 0.796
C -1.530 0.399 0.870
S -0.622 1.850 1.165
C 1.336 -1.973 -0.207
N 1.277 -2.405 -1.574
O 1.812 -2.415 0.811
H 1.267 1.105 0.923
H 2.298 -0.251 0.813
H 2.103 -1.663 -1.192
H 0.224 -0.199 -1.076
H -1.216 -1.777 0.546
H -0.165 -1.114 1.758
H -2.187 0.317 1.757
H -2.105 0.515 -0.059
H -2.692 6.102 -2.321
H -3.015 5.988 -1.660
H 1.733 -3.337 -1.575
*
```

Results of the Mulliken charge analysis, in e, for atoms 1 through 6: -0.31, 0.15, -0.67, -0.45, 0.14, 0.04

## B
ORCA calculation (ωB97M-V/def2-TZVPD) on a gas-phase ion, C4H11N2OS (charge +1).

Results
- LUMO level (eV) = -3.436
- E_HOMO (eV) = -12.6

Geometry as ORCA input:
```
! RIJCOSX wB97M-V def2-TZVPD def2/J DEFGRID3
* xyz 1 1
N 0.017 2.100 -0.834
C 0.633 0.642 -0.461
C -0.328 -0.291 0.222
C -0.976 0.056 1.569
S -0.623 -1.126 2.864
C 0.742 0.059 -1.858
N 1.367 -1.129 -1.991
O 0.208 0.682 -2.791
H 0.628 2.902 -0.634
H -0.859 2.107 -0.309
H -0.414 2.091 -1.759
H 1.582 0.782 -0.034
H 0.060 -1.396 0.261
H -1.189 -0.494 -0.487
H -0.675 1.044 1.831
H -2.065 0.103 1.443
H -1.841 -0.989 3.473
H 1.295 -1.466 -2.987
H 1.663 -1.720 -1.343
*
```

Results of the Mulliken charge analysis, in e, for atoms 1 through 6: -0.30, 0.11, -1.09, -0.62, -0.22, 0.48

Of them, the most stable is B and the least stable is A.